Entry 1:
ORCA calculation (ωB97M-V/def2-TZVPD) on a single C7H12 molecule.

XYZ file:
```
19
Properties=species:S:1:pos:R:3
C -2.611 0.109 -0.237
C -1.468 -0.628 -0.816
C -0.304 0.280 -1.056
C 0.708 -0.053 0.056
C 1.916 -0.879 -0.278
C 2.058 0.601 -0.038
C 0.083 -0.237 1.426
H -3.189 0.302 -1.161
H -2.414 1.092 0.226
H -3.265 -0.499 0.396
H -0.654 -1.050 1.395
H 0.163 0.057 -2.022
H -0.534 1.362 -1.009
H 2.031 -1.248 -1.293
H 2.291 -1.556 0.486
H 2.259 1.239 -0.895
H 2.526 0.936 0.885
H -0.430 0.675 1.758
H 0.835 -0.502 2.177
```

Values from the calculation:
LUMO level: 0.381 eV
gap between HOMO and LUMO: 8.56 eV
F_max: 0.41 eV/Å
relative energy (zero: lowest compared OMol25 entry of this formula, charge and spin): 399.1 kJ/mol

Atomic partial charges in e from the Löwdin method, atoms 1 to 8: number 1, C, carries -0.18; number 2, C, carries 0.00; number 3, C, carries -0.22; number 4, C, carries -0.50; number 5, C, carries -0.09; number 6, C, carries -0.10; number 7, C, carries -0.04; number 8, H, carries 0.10

Entry 2:
ORCA calculation (ωB97M-V/def2-TZVPD) on 10 unconnected molecules or ions with the total composition C45H97BrN11O14 in a non-equilibrium geometry.

XYZ file:
```
168
Properties=species:S:1:pos:R:3
C 0.620 2.591 -1.086
O 1.849 2.143 -0.576
C 2.553 1.223 -1.426
C 2.868 -0.064 -0.658
C 2.323 -1.366 -1.292
C 0.913 -1.214 -1.867
C 0.142 -2.555 -2.036
C -1.371 -2.313 -2.216
C -1.737 -1.213 -3.207
C -3.262 -0.941 -3.195
C -3.622 0.537 -3.456
N -4.179 1.144 -2.230
C 0.658 -3.131 -3.448
O 1.877 -3.015 -3.677
O -0.189 -3.667 -4.175
N 0.447 -3.540 -0.980
C 0.408 -4.900 -1.518
C 0.332 -6.044 -0.486
C -1.092 -6.480 -0.152
Br -1.288 -8.429 -0.168
C -0.278 -3.410 0.278
C -0.508 -2.037 0.864
O 0.707 -1.481 1.428
C 0.438 -0.474 2.284
C -0.066 -0.847 3.658
O 0.622 0.671 1.993
H -0.119 1.783 -1.092
H 0.708 3.033 -2.085
H 0.230 3.358 -0.415
H 2.020 1.051 -2.360
H 3.497 1.723 -1.667
H 3.951 -0.180 -0.635
H 2.562 0.031 0.383
H 2.967 -1.618 -2.124
H 2.432 -2.163 -0.562
H 0.346 -0.479 -1.281
H 1.029 -0.782 -2.858
H -1.872 -2.066 -1.277
H -1.835 -3.231 -2.583
H -1.244 -0.270 -2.972
H -1.481 -1.526 -4.218
H -3.649 -1.202 -2.207
H -3.765 -1.586 -3.917
H -2.718 1.070 -3.743
H -4.352 0.550 -4.273
H -4.380 2.113 -2.455
H -5.065 0.691 -2.032
H 1.326 -5.071 -2.077
H -0.450 -5.035 -2.186
H 0.915 -5.858 0.415
H 0.809 -6.895 -0.974
H -1.433 -6.141 0.823
H -1.802 -6.130 -0.895
H -1.285 -3.849 0.186
H 0.281 -3.941 1.052
H -1.214 -2.172 1.692
H -0.919 -1.302 0.180
H -1.059 -0.431 3.805
H -0.049 -1.924 3.807
H 0.609 -0.391 4.381
C 4.647 -0.114 3.481
O 5.268 -1.015 4.018
N 5.105 1.139 3.307
C 4.307 2.160 2.651
C 6.436 1.464 3.782
H 3.635 -0.267 3.069
H 4.823 2.508 1.754
H 4.148 3.009 3.320
H 3.341 1.749 2.359
H 7.176 0.828 3.295
H 6.506 1.298 4.859
H 6.652 2.507 3.560
C 2.992 5.762 -1.796
O 3.319 6.312 -2.833
N 2.769 6.401 -0.633
C 2.392 5.699 0.583
C 2.916 7.842 -0.594
H 2.856 4.670 -1.721
H 1.424 6.063 0.933
H 3.138 5.880 1.356
H 2.321 4.628 0.395
H 2.229 8.313 -1.299
H 3.931 8.128 -0.874
H 2.704 8.193 0.414
C 1.740 8.158 3.868
O 2.464 7.270 3.465
N 2.129 9.437 4.041
C 1.225 10.460 4.525
C 3.504 9.789 3.730
H 0.683 7.986 4.130
H 1.125 11.259 3.788
H 1.599 10.888 5.458
H 0.244 10.027 4.708
H 3.722 9.575 2.683
H 4.191 9.205 4.343
H 3.657 10.848 3.922
C -8.519 -0.591 -1.095
O -7.708 -1.392 -1.515
N -9.138 0.345 -1.839
C -10.094 1.266 -1.267
C -8.836 0.432 -3.265
H -8.822 -0.566 -0.032
H -11.069 1.152 -1.748
H -9.757 2.297 -1.400
H -10.205 1.070 -0.202
H -9.076 -0.518 -3.742
H -7.774 0.627 -3.406
H -9.411 1.223 -3.721
C 1.500 2.908 7.594
O 1.334 3.418 8.685
N 2.601 2.217 7.238
C 2.762 1.631 5.920
C 3.664 2.057 8.215
H 0.751 2.975 6.788
H 2.893 0.553 6.010
H 3.646 2.056 5.444
H 1.889 1.835 5.302
H 3.290 1.541 9.100
H 4.040 3.031 8.527
H 4.474 1.480 7.773
C -1.825 -10.339 -5.700
O -1.994 -11.545 -5.766
N -1.446 -9.677 -4.597
C -1.260 -8.234 -4.579
C -1.212 -10.426 -3.373
H -1.975 -9.676 -6.570
H -0.233 -7.985 -4.309
H -1.932 -7.775 -3.853
H -1.472 -7.820 -5.562
H -0.426 -11.167 -3.528
H -2.120 -10.951 -3.072
H -0.917 -9.727 -2.596
C 5.456 -2.222 -2.370
O 5.245 -1.986 -1.198
N 5.990 -3.367 -2.835
C 6.190 -3.602 -4.248
C 6.354 -4.395 -1.880
H 5.199 -1.508 -3.171
H 5.616 -4.472 -4.573
H 7.249 -3.775 -4.460
H 5.853 -2.737 -4.815
H 5.478 -4.703 -1.308
H 7.098 -4.014 -1.178
H 6.761 -5.253 -2.411
C -9.396 2.660 -6.524
O -8.865 1.819 -5.825
N -8.822 3.825 -6.875
C -9.494 4.798 -7.712
C -7.478 4.106 -6.393
H -10.412 2.532 -6.937
H -8.922 4.972 -8.626
H -9.604 5.746 -7.181
H -10.482 4.432 -7.983
H -6.786 3.339 -6.739
H -7.462 4.107 -5.303
H -7.158 5.077 -6.762
C 0.847 -1.526 7.668
O -0.295 -1.708 8.043
N 1.694 -2.499 7.283
C 3.053 -2.231 6.848
C 1.219 -3.872 7.305
H 1.290 -0.514 7.618
H 3.190 -2.583 5.824
H 3.758 -2.746 7.503
H 3.261 -1.166 6.882
H 0.352 -3.982 6.653
H 0.917 -4.150 8.315
H 2.013 -4.532 6.967
```

Values from the calculation:
total charge: -1
LUMO level: 1.577 eV
gap between HOMO and LUMO: 6.41 eV
F_max: 1.25 eV/Å

Atomic partial charges in e from the Löwdin method, atoms 1 to 8: number 1, C, carries -0.13; number 2, O, carries -0.23; number 3, C, carries -0.20; number 4, C, carries -0.16; number 5, C, carries -0.18; number 6, C, carries -0.13; number 7, C, carries -0.32; number 8, C, carries -0.15

Entry 3:
ORCA calculation (ωB97M-V/def2-TZVPD) on a gas-phase ion, C3H5O2 (charge -1) in a non-equilibrium geometry.

XYZ file:
```
10
Properties=species:S:1:pos:R:3
O -2.296 -0.996 -0.112
C -1.219 -0.674 0.427
O -0.861 -0.832 1.608
C -0.118 -0.164 -0.540
C 1.002 0.626 0.128
H -0.597 0.482 -1.283
H 0.287 -0.993 -1.100
H 0.569 1.467 0.663
H 1.670 1.017 -0.663
H 1.562 0.067 0.873
```

Values from the calculation:
total charge: -1
LUMO level: 4.457 eV
gap between HOMO and LUMO: 8.20 eV
F_max: 1.11 eV/Å
relative energy (zero: lowest compared OMol25 entry of this formula, charge and spin): 0.0 kJ/mol

Atomic partial charges in e from the Löwdin method, atoms 1 to 8: number 1, O, carries -0.10; number 2, C, carries -0.78; number 3, O, carries -0.09; number 4, C, carries -0.21; number 5, C, carries -0.15; number 6, H, carries 0.09; number 7, H, carries 0.09; number 8, H, carries 0.06

Entry 4:
ORCA calculation (ωB97M-V/def2-TZVPD) on 2 unconnected molecules or ions with the total composition C2H8N2O in a non-equilibrium geometry.

XYZ file:
```
13
Properties=species:S:1:pos:R:3
C -2.479 0.315 -0.695
C 1.957 0.221 -0.049
N 2.834 -0.763 0.710
N -1.192 0.342 -0.088
O 2.511 -1.913 0.843
H -2.373 0.197 -1.688
H -3.320 -0.457 -0.417
H -2.905 1.380 -0.530
H 0.997 0.047 -0.337
H 2.260 1.186 0.107
H 3.586 -0.438 1.358
H -1.225 0.467 0.950
H -0.650 -0.585 -0.162
```

Values from the calculation:
LUMO level (spin up / spin down): 0.342 / 0.726 eV
gap between HOMO and LUMO (spin up / spin down): 8.95 / 9.38 eV
F_max: 8.04 eV/Å
relative energy (zero: lowest compared OMol25 entry of this formula, charge and spin): 555.5 kJ/mol

Atomic partial charges in e from the Löwdin method, atoms 1 to 8: number 1, C, carries -0.24; number 2, C, carries 0.11; number 3, N, carries -0.20; number 4, N, carries -0.11; number 5, O, carries -0.08; number 6, H, carries 0.01; number 7, H, carries 0.10; number 8, H, carries 0.10